Record 1
Entry from OMol25: a structure of composition C31H57Cl2N3OP2Ti in a non-equilibrium geometry (ωB97M-V with the def2-TZVPD basis set).

The HOMO-LUMO gap (alpha / beta) comes out at 6.5 / 6.5 eV. The value obtained for the LUMO energy (alpha / beta) is 0.22 / 0.22 eV. The calculation puts the HOMO energy (alpha / beta) at -6.24 / -6.23 eV. The value obtained for the calculated total energy is -3907.64523 Eh. The energy above the lowest of the compared OMol25 structures with the same formula, charge and spin is 0.0 kcal per mole.

Each line ends with the Mulliken charge.
Positions of all 97 atoms, in Å:
P 0.11998 -1.02141 -4.34584  0.78
C 1.69507 -0.38263 -5.20592  0.02
C 1.97748 -0.74632 -6.67199  -0.26
C 3.39854 -0.30817 -7.06207  -1.00
C 3.65379 1.17869 -6.79008  -0.67
C 3.29163 1.57425 -5.35509  -0.87
C 1.87078 1.12654 -4.97503  -0.16
C -1.30688 -0.12767 -5.22232  0.22
C -1.24740 0.04803 -6.74103  -0.56
C -2.57652 0.62510 -7.25728  -0.95
C -2.95062 1.93701 -6.55747  -0.69
C -2.91000 1.81825 -5.02987  -0.90
C -1.58795 1.21657 -4.52833  -0.41
C -0.02389 -2.70304 -5.16802  -0.02
C 1.17445 -3.57767 -4.75248  -0.73
C 1.07861 -5.00282 -5.31544  -0.84
C -0.25287 -5.67727 -4.96953  -0.72
C -1.45017 -4.80930 -5.36824  -0.83
C -1.35868 -3.38065 -4.80839  -0.74
H 2.45912 -0.90061 -4.59405  0.52
H 1.25322 -0.25202 -7.33266  0.05
H 1.87456 -1.82557 -6.84577  0.20
H 3.57602 -0.53351 -8.12143  0.38
H 4.11752 -0.90368 -6.48288  0.38
H 4.70723 1.41385 -6.98365  0.39
H 3.06077 1.78149 -7.48988  0.32
H 4.00177 1.10653 -4.65984  0.36
H 3.37928 2.65991 -5.22651  0.40
H 1.67463 1.37602 -3.92234  -0.36
H 1.14399 1.68216 -5.58799  0.19
H -2.16106 -0.79433 -5.00738  0.44
H -3.37118 -0.11342 -7.08352  0.36
H -1.03805 -0.90509 -7.24848  0.22
H -0.43528 0.74198 -7.00391  0.20
H -2.51448 0.78099 -8.34148  0.39
H -3.95018 2.25485 -6.87646  0.39
H -2.25258 2.72327 -6.87399  0.29
H -3.06485 2.80142 -4.56940  0.41
H -3.73541 1.17327 -4.69778  0.37
H -1.62842 1.07133 -3.43964  -0.25
H -0.76598 1.91855 -4.73362  0.18
H 0.00010 -2.55014 -6.26316  0.22
H 2.12479 -3.12813 -5.07432  0.28
H 1.20445 -3.62421 -3.65448  0.30
H 1.18998 -4.96517 -6.40728  0.33
H 1.91416 -5.59851 -4.92822  0.38
H -0.28996 -5.86640 -3.88986  0.33
H -0.31686 -6.65205 -5.46717  0.36
H -2.38226 -5.27223 -5.02239  0.40
H -1.50459 -4.75614 -6.46357  0.34
H -2.20755 -2.79716 -5.19111  0.20
H -1.45831 -3.40494 -3.71366  0.28
Ti 0.03007 -0.08795 0.03119  0.06
Cl -1.74380 -0.61688 -1.18792  -0.58
Cl 1.95391 -0.00866 -1.10671  -0.49
C -0.30365 1.56546 0.98011  -0.46
H -0.49445 1.52065 2.05957  0.10
C -0.46002 2.86674 0.38492  1.10
C -1.17195 3.91581 1.04710  -0.55
C -1.29687 5.16749 0.46217  -0.51
C -0.72100 5.43107 -0.79408  -0.45
C -0.01740 4.41753 -1.45803  -0.77
C 0.11158 3.15485 -0.88100  0.15
H -1.61158 3.69600 2.02206  0.35
H -1.84498 5.95535 0.98222  0.35
H 0.44082 4.61173 -2.42887  0.39
H 0.69244 2.36564 -1.37102  0.22
H -0.82062 6.41774 -1.24523  0.37
C 1.51870 -3.52706 3.41679  -1.06
N 1.97689 -2.14030 3.22214  0.19
C 3.07001 -2.10036 2.23088  -0.86
P 0.82677 -0.95952 3.11886  -0.19
O 0.26352 -1.01794 1.67652  0.09
N -0.43195 -1.29038 4.10584  0.25
C -1.76576 -0.76632 3.77340  -0.87
C -0.26578 -1.57317 5.54157  -1.23
N 1.42967 0.53329 3.47273  0.72
C 2.59991 1.07398 2.75858  -1.18
C 1.16758 1.20465 4.75486  -0.92
H 2.41442 -4.14001 3.57379  0.39
H 0.99246 -3.91694 2.52982  0.31
H 0.87385 -3.61491 4.29522  0.33
H 2.70818 -2.28353 1.20442  0.31
H 3.61516 -1.15372 2.25621  0.22
H 3.76790 -2.90423 2.49565  0.38
H -2.02069 -0.96534 2.72619  0.20
H -2.49469 -1.27536 4.41857  0.41
H -1.84158 0.31804 3.96438  0.25
H -1.01599 -2.32292 5.83231  0.38
H 0.73010 -1.96675 5.77068  0.40
H -0.44589 -0.67460 6.15444  0.37
H 2.58248 2.16523 2.88304  0.40
H 2.55859 0.86905 1.68069  0.28
H 3.53879 0.69757 3.19617  0.32
H 0.09160 1.28309 4.95404  0.25
H 1.66768 0.70091 5.59656  0.29
H 1.56991 2.22256 4.68614  0.36

=====

Record 2
Entry from OMol25: a structure of composition C31H57IN15O4Yb in a non-equilibrium geometry (ωB97M-V with the def2-TZVPD basis set).

The HOMO-LUMO gap (alpha / beta) comes out at 7.9 / 8.0 eV. The value obtained for the LUMO energy (alpha / beta) is 0.27 / 0.27 eV. The calculation puts the HOMO energy (alpha / beta) at -7.67 / -7.69 eV. Its spin multiplicity is 2. The value obtained for the calculated total energy is -3794.18252 Eh.

Each line ends with the Löwdin spin population.
Positions of all 109 atoms, in Å:
Yb 14.51830 9.18833 12.09982  1.00
C 10.72226 13.05388 8.33478  0.00
N 11.38876 12.21022 9.29730  0.00
C 10.82919 12.22760 10.63612  0.00
C 12.74939 11.91329 9.09950  0.00
N 13.64361 12.13926 9.96652  0.00
C 13.55904 13.25620 10.92870  0.00
C 13.95823 12.77119 12.27215  0.00
N 15.16108 11.84332 12.31302  0.00
C 15.56485 11.65955 13.77425  0.00
C 16.49508 10.47149 13.91829  0.00
N 15.73525 9.27368 14.33602  0.00
C 16.29631 8.39498 15.05625  0.00
N 17.65840 8.21869 15.05172  0.00
C 18.31840 7.87675 13.81637  0.00
C 18.43510 7.82522 16.26054  0.00
N 15.56570 7.56627 15.83213  0.00
C 15.97431 6.24852 16.21589  0.00
C 14.31342 7.99880 16.44074  0.00
C 16.27888 12.31610 11.52483  0.00
C 16.64703 11.34683 10.42407  0.00
N 16.54547 9.91564 10.74760  0.00
C 17.48580 9.14332 10.30800  0.00
N 18.82748 9.53090 10.20518  0.00
C 19.59604 9.24115 9.04274  0.00
C 19.53032 10.28573 11.19349  0.00
N 17.14226 7.88145 9.89299  0.00
C 18.04846 6.78409 10.15301  0.00
C 15.87878 7.56030 9.20181  0.00
N 13.02464 11.32577 7.92190  0.00
C 14.43858 11.16928 7.52358  0.00
C 12.08910 10.41947 7.38290  0.00
H 11.05688 12.90261 7.36254  0.00
H 9.64051 12.88365 8.44381  0.00
H 10.79242 14.18875 8.62074  0.00
H 10.48090 13.19352 10.91110  0.00
H 9.92891 11.57293 10.57194  0.00
H 11.59611 11.84342 11.26730  0.00
H 14.30967 13.96970 10.52457  0.00
H 12.55456 13.69501 10.99778  0.00
H 14.17586 13.56982 13.00154  0.00
H 13.14104 12.25446 12.73908  0.00
H 15.97591 12.62015 14.14686  0.00
H 14.64540 11.48248 14.31540  0.00
H 16.96734 10.23168 12.96244  0.00
H 17.32812 10.51152 14.66971  0.00
H 17.61128 8.10162 13.05578  0.00
H 19.31595 8.32334 13.77609  0.00
H 18.36745 6.79210 13.72099  0.00
H 18.06282 8.20464 17.20736  0.00
H 18.35208 6.72180 16.40846  0.00
H 19.47223 8.17592 16.05098  0.00
H 16.67412 5.88180 15.38983  0.00
H 16.59368 6.28227 17.12429  0.00
H 14.99997 5.74707 16.34440  0.00
H 14.53719 8.32156 17.42702  0.00
H 13.84047 8.75118 15.83394  0.00
H 13.63890 7.17150 16.45860  0.00
H 15.96869 13.23924 10.95902  0.00
H 17.15033 12.54454 12.18569  0.00
H 15.96049 11.53289 9.55468  0.00
H 17.67305 11.54955 10.17275  0.00
H 19.00867 8.62497 8.33331  0.00
H 19.94568 10.15366 8.59579  0.00
H 20.43243 8.56698 9.28348  0.00
H 18.77827 10.65204 11.90450  0.00
H 20.38634 9.80443 11.72772  0.00
H 19.97848 11.17963 10.74889  0.00
H 18.97875 7.15194 10.58938  0.00
H 17.64542 6.04692 10.80645  0.00
H 18.23730 6.29100 9.15774  0.00
H 15.49410 8.52312 8.84424  0.00
H 16.19721 6.93841 8.38489  0.00
H 15.14044 7.01343 9.77163  0.00
H 14.59957 10.98958 6.48596  0.00
H 15.00821 12.10777 7.71877  0.00
H 14.89652 10.36126 8.05510  0.00
H 11.12767 10.48358 7.77440  0.00
H 12.35761 9.38985 7.46567  0.00
H 11.96450 10.63823 6.31059  0.00
O 15.47839 4.99552 13.02079  0.00
C 15.00478 6.08156 12.81242  0.00
O 15.45644 7.14330 12.24235  0.00
C 13.56998 6.33852 13.37107  0.00
C 12.73418 5.37341 13.92316  0.00
C 11.54052 5.78847 14.42029  0.00
C 11.18762 7.14624 14.36765  0.00
C 12.05946 8.01225 13.80662  0.00
N 13.25123 7.58492 13.30414  0.00
C 11.79593 9.51366 13.53480  0.00
O 10.69689 10.01676 13.62923  0.00
O 12.87670 10.15867 13.21889  0.00
H 13.07106 4.36840 13.88709  0.00
H 10.85521 5.03068 14.84496  0.00
H 10.26099 7.50940 14.79879  0.00
N 6.55453 7.19879 11.63683  0.00
C 6.08511 8.02709 10.64523  0.00
N 6.86577 8.09343 9.52834  0.00
N 4.87677 8.57536 10.83053  0.00
C 4.64398 9.61312 9.98567  0.00
N 4.42442 10.56897 9.39571  0.00
H 7.13038 6.47233 11.30546  0.00
H 5.74865 6.87771 12.13423  0.00
H 7.83539 7.95918 9.64572  0.00
H 6.66042 8.83471 8.90254  0.00
I 12.09148 6.83093 10.12661  0.00
C 12.85950 8.83777 10.43427  0.00
H 11.95595 9.49213 10.50518  0.00
H 13.31336 8.99448 9.43697  0.00